Record 1
C5H5N in the gas phase, computed with wB97M-V/def2-TZVPD.

Summary:
2S+1: 1
Calculated total energy: -6753.5807 eV
Orbital gap: 0.3772 hartree
Maximum force: 0.092 hartree/bohr
Highest occupied orbital energy: -0.37387 Ha
Energy relative to the best compared isomer or geometry (same formula, charge and spin): 53.7 kcal per mole
Structure (SMILES): C=CC(=C)C#N

Last column: Mulliken charge in e.
Positions of all 11 atoms, in Å:
C1 -1.988 0.196 -0.369  -0.53
C2 -1.108 -0.086 0.516  -0.40
C3 0.303 -0.398 0.266  0.43
C4 0.623 -1.689 0.483  -0.69
C5 1.095 0.697 -0.255  0.25
N1 1.621 1.633 -0.746  -0.43
H1 -1.939 0.070 -1.462  0.25
H2 -2.980 0.657 -0.206  0.24
H3 -1.347 0.023 1.607  0.28
H4 1.589 -2.171 0.467  0.35
H5 -0.225 -2.335 0.977  0.25



Record 2
A molecular structure, C17H41NO2P2Tm, computed with wB97M-V/def2-TZVPD.

Summary:
2S+1: 3
Calculated total energy: -71956.7098 eV
Orbital gap (spin up / spin down): 0.1019 / 0.1828 hartree
Maximum force: 0.059 hartree/bohr
Highest occupied orbital energy (spin up / spin down): -0.51580 / -0.59471 Ha
Charge: +3
⟨S²⟩: 2.01

Last column: Löwdin spin population.
Positions of all 64 atoms, in Å:
C1 -4.656 -1.023 -1.415  0.00
C2 -4.497 -0.567 -2.866  0.00
C3 -4.506 0.951 -3.092  0.04
C4 -4.420 1.320 -4.585  0.00
P1 -3.223 1.901 -2.152  0.13
C5 -1.694 0.963 -2.491  0.02
C6 -1.313 -0.035 -1.376  0.00
C7 0.200 -0.321 -1.279  0.00
C8 0.925 0.492 -0.191  0.00
C9 2.353 0.925 -0.534  0.00
C10 3.442 -0.141 -0.308  0.00
C11 3.814 -0.289 1.176  0.00
C12 4.355 -1.664 1.597  0.00
C13 3.496 -2.888 1.284  0.00
C14 2.228 -3.007 2.169  0.00
C15 2.440 -2.723 3.662  0.00
C16 1.970 -1.360 4.163  0.00
O1 1.791 -1.503 5.534  0.00
C17 1.474 -0.296 6.211  0.00
P2 -1.717 3.606 -0.828  0.46
N1 -1.112 4.715 -1.918  0.14
O2 -2.859 4.434 -0.066  0.11
H1 -4.133 -0.389 -0.692  0.00
H2 -5.705 -1.040 -1.114  0.00
H3 -4.279 -2.037 -1.270  0.00
H4 -3.614 -1.013 -3.338  0.00
H5 -5.346 -0.954 -3.436  0.00
H6 -5.447 1.331 -2.672  0.00
H7 -3.470 1.789 -4.868  0.00
H8 -4.529 0.431 -5.207  0.00
H9 -5.206 2.018 -4.874  0.00
H10 -3.419 3.077 -2.894  0.03
H11 -3.831 1.843 -0.890  0.03
H12 -1.879 0.462 -3.444  0.00
H13 -0.877 1.672 -2.655  0.00
H14 -1.844 -0.969 -1.559  0.00
H15 -1.677 0.328 -0.408  0.00
H16 0.308 -1.394 -1.092  0.00
H17 0.677 -0.139 -2.249  0.00
H18 0.941 -0.097 0.735  0.00
H19 0.342 1.387 0.042  0.01
H20 2.402 1.262 -1.572  0.00
H21 2.621 1.790 0.081  0.00
H22 4.329 0.186 -0.869  0.00
H23 3.104 -1.095 -0.744  0.00
H24 2.982 -0.028 1.835  0.00
H25 4.601 0.434 1.406  0.00
H26 5.316 -1.742 1.055  0.00
H27 4.652 -1.660 2.647  0.00
H28 3.165 -2.910 0.229  0.00
H29 4.058 -3.833 1.471  0.00
H30 1.451 -2.370 1.733  0.00
H31 1.870 -4.031 2.054  0.00
H32 3.484 -2.876 3.954  0.00
H33 1.874 -3.463 4.232  0.00
H34 2.704 -0.560 3.959  0.00
H35 1.031 -1.072 3.659  0.00
H36 0.547 0.146 5.832  0.00
H37 1.339 -0.557 7.258  0.00
H38 2.290 0.428 6.118  0.00
H39 -0.466 4.380 -2.622  0.00
H40 -1.742 5.384 -2.353  0.01
H41 -2.850 5.394 -0.058  0.00
Tm1 5.732 -3.003 -0.116  1.00